(1)
The following is a quantum chemistry calculation of a cluster of 13 separate species, C6H40N2O12 in total in a non-equilibrium geometry, from OMol25.

Last column: natural (NBO) charge in e.
Cartesian coordinates (Å):
1 O -1.94819 1.84735 1.56134  -0.954
2 O -2.71196 -2.32945 -3.54844  -0.963
3 O 2.17635 3.67748 1.27030  -0.961
4 O -4.31871 -1.12281 1.67407  -0.973
5 O 2.18252 4.51315 -2.05086  -0.927
6 O -1.72836 -0.90103 2.95412  -0.990
7 O 0.28704 -0.76824 -4.28027  -0.920
8 O -4.79232 -2.15499 -0.88723  -0.949
9 O 3.02401 1.04162 -2.84413  -0.961
10 O 2.18215 -0.47510 3.65565  -0.963
11 O 0.23397 -2.27836 4.18047  -0.986
12 O 2.73370 2.26139 3.74037  -0.942
13 N -0.49758 1.64782 -1.24505  -0.669
14 N 1.58600 -1.09484 -0.17045  -0.461
15 C 0.99994 -2.43024 0.12558  -0.420
16 C 0.66401 -0.00956 0.13384  -0.221
17 C -0.68006 2.01212 -2.65535  -0.417
18 C -0.32797 0.19555 -1.09962  -0.058
19 C -1.67168 -0.51998 -1.04733  -0.685
20 C 2.88142 -0.96103 0.47915  -0.433
21 H -1.65718 -1.37384 -0.37967  0.203
22 H 1.37542 -2.74989 1.09305  0.186
23 H -2.44266 -3.24149 -3.44234  0.480
24 H 3.61192 2.27117 3.33679  0.467
25 H -1.23868 1.98092 -0.64338  0.378
26 H -1.21668 -1.73526 2.99815  0.494
27 H -3.64922 -2.23834 -3.71507  0.490
28 H 3.06955 1.01628 -1.88109  0.482
29 H 1.25043 3.61481 1.51940  0.477
30 H 2.31042 2.27907 2.86385  0.474
31 H -1.43621 1.04353 1.44998  0.482
32 H 1.38441 -3.07090 -0.66360  0.191
33 H 1.48001 0.14796 3.89112  0.498
34 H -4.90104 -1.41595 0.95452  0.493
35 H 3.38532 0.01347 0.37837  0.205
36 H 0.27735 1.96527 -3.15300  0.207
37 H 0.94591 -1.66466 3.90231  0.494
38 H -1.12970 3.01205 -2.82927  0.197
39 H -2.53459 0.08089 -0.81542  0.214
40 H -0.42815 -1.35146 -3.97066  0.468
41 H 0.91815 -1.04632 -3.60611  0.458
42 H 3.53820 -1.53403 -0.18543  0.185
43 H 2.01552 3.67185 -2.53345  0.475
44 H -1.49558 1.36960 -3.10704  0.169
45 H 1.26444 0.91917 0.11695  0.209
46 H 0.70451 -2.99781 4.60529  0.470
47 H -4.33345 -0.16819 1.60401  0.475
48 H -4.76668 -3.03701 -1.25929  0.471
49 H 3.11580 -1.56301 1.35648  0.194
50 H -1.70873 2.09894 2.46399  0.473
51 H -0.07768 -2.42296 0.11025  0.202
52 H 0.11155 0.00231 1.08820  0.161
53 H 0.23519 -0.31594 -1.87327  0.205
54 H 2.22304 4.35609 0.58592  0.487
55 H -1.97941 -0.92883 -2.02038  0.237
56 H -2.63947 -1.21454 3.12029  0.490
57 H -3.84640 -1.94775 -0.86152  0.486
58 H 1.67664 4.09562 -1.32441  0.451
59 H 2.98178 -0.30078 4.14830  0.497
60 H 3.33166 0.22912 -3.26895  0.482

Atoms 1-6, force components in eV/Å:
O 0.16 0.41 0.27
O 0.70 0.54 0.05
O 0.06 -0.08 -0.13
O -0.36 -0.17 -0.15
O -1.12 -2.17 0.45
O -0.33 -0.80 -0.04

Computed properties:
Gap between HOMO and LUMO ... 8.33 eV
ΔE to the lowest compared entry with this formula, charge and spin ... 4.171 eV
Lowest unoccupied orbital energy ... -0.01 eV
Total charge ... 0

(2)
The following is a quantum chemistry calculation of a cluster of 2 separate species, C2H9N4S in total in a non-equilibrium geometry, from OMol25.

Last column: natural (NBO) charge in e.
Cartesian coordinates (Å):
1 S -1.67416 -1.37950 0.28548  0.030
2 N 1.21083 -1.37875 -0.59346  -0.756
3 N -1.95216 1.29511 0.36436  -0.773
4 N 0.21891 0.54831 0.22495  -0.589
5 N 2.42505 0.12244 0.66809  -0.754
6 C 1.28202 -0.25313 0.09566  0.665
7 C -1.13004 0.29357 -0.12753  0.088
8 H 0.33906 1.41801 0.73157  0.421
9 H -1.22517 0.38256 -1.87394  -0.023
10 H 1.99104 -2.01275 -0.64995  0.429
11 H -2.94144 1.12753 0.23796  0.412
12 H 2.48889 0.96845 1.20977  0.425
13 H -1.71705 2.23052 0.04974  0.396
14 H 3.24979 -0.45069 0.60201  0.428
15 H -2.90690 -1.25636 -0.19821  0.157
16 H 0.34131 -1.65530 -1.02649  0.445

Atoms 1-6, force components in eV/Å:
S 0.35 0.28 -0.11
N 0.01 -0.20 -0.12
N -0.02 0.45 -0.78
N -0.33 0.25 -0.05
N 0.24 -0.02 0.10
C 0.06 0.35 -0.23

Computed properties:
Gap between HOMO and LUMO (spin up / spin down) ... 6.63 / 8.10 eV
ΔE to the lowest compared entry with this formula, charge and spin ... 0.505 eV
Lowest unoccupied orbital energy (spin up / spin down) ... -3.03 / -5.68 eV
Spin multiplicity ... 3
<S²> ... 2.005
Total charge ... +1

(3)
The following is a quantum chemistry calculation of an isolated molecule of C3H5N in a non-equilibrium geometry, from OMol25.

Last column: natural (NBO) charge in e.
Cartesian coordinates (Å):
1 N -0.00468 -1.30920 -2.25397  -0.327
2 C -0.36938 -0.47968 0.21237  -0.509
3 C -0.19056 -0.98054 -1.16064  0.285
4 C 0.36328 0.83446 0.41777  -0.591
5 H -1.44745 -0.34833 0.41035  0.245
6 H -0.03301 1.60543 -0.24131  0.218
7 H 1.41738 0.71863 0.21028  0.218
8 H -0.03618 -1.22640 0.93967  0.245
9 H 0.30060 1.18564 1.46549  0.217

Atoms 1-6, force components in eV/Å:
N -0.23 0.26 1.07
C -0.62 -0.17 0.24
C 0.20 -0.21 -0.70
C 0.12 0.47 0.56
H 0.35 -0.07 -0.23
H 0.02 0.03 0.05

Computed properties:
Gap between HOMO and LUMO ... 12.52 eV
ΔE to the lowest compared entry with this formula, charge and spin ... 0.028 eV
Lowest unoccupied orbital energy ... 0.85 eV
Structure (SMILES) ... CCC#N
Total charge ... 0

(4)
The following is a quantum chemistry calculation of a cluster of 13 separate species, C20H49N15O25 in total in a non-equilibrium geometry, from OMol25.

Last column: Mulliken charge in e.
Cartesian coordinates (Å):
1 O 5.32927 1.74823 -0.23656  -0.539
2 O -6.41792 -2.21132 5.37806  -0.443
3 O -3.09273 -0.60812 -5.47735  -0.546
4 O 4.02277 1.14403 -7.51530  -0.558
5 O -2.41178 -3.75488 4.05666  -0.534
6 O 6.13344 0.85852 -4.36515  -0.486
7 O -1.08697 -0.85985 -4.71443  -0.530
8 O -7.64594 -5.51302 8.78991  -0.529
9 O 4.49138 9.78445 -2.54724  -0.517
10 O -0.15174 -7.41436 5.21263  -0.532
11 O 0.86536 -1.56250 -9.30286  -0.531
12 O -3.41546 -2.00343 4.81267  -0.631
13 O 8.63811 5.14983 -3.87804  -0.531
14 O 4.39381 7.86248 -3.52806  -0.511
15 O -2.24457 -7.77280 4.81253  -0.521
16 O 5.03849 -0.61202 -8.25838  -0.547
17 O -5.88138 -1.19107 0.94030  -0.510
18 O 4.56799 -0.20236 0.29416  -0.557
19 O -3.86434 -1.70361 0.35973  -0.527
20 O -6.25129 -4.84253 7.28524  -0.538
21 O -8.30917 -1.30044 4.87618  -0.565
22 O 0.32292 -0.09092 2.20476  -0.462
23 O 6.57505 4.57536 -3.58803  -0.563
24 O 8.02674 -0.05309 -3.86960  -0.552
25 O 1.77716 -2.99001 -7.96118  -0.508
26 N 0.88289 -2.23413 -8.29249  0.883
27 N -3.29020 -0.00951 2.75411  -0.349
28 N 7.35209 0.84499 -4.32534  0.867
29 N 4.32504 -0.03183 -7.46607  0.984
30 N -1.14366 -7.34818 4.51744  0.887
31 N 7.45246 5.39773 -3.77319  0.848
32 N -1.69170 1.03335 -0.06913  -0.309
33 N 4.07150 8.65215 -2.65978  0.873
34 N -2.24321 -0.49894 -4.61532  0.898
35 N -5.05489 -1.56846 0.13641  0.895
36 N -3.12492 -3.18714 4.85562  0.879
37 N -7.09530 -1.30833 4.92457  0.887
38 N -7.36772 -4.93534 7.76236  0.872
39 N 4.83932 0.67007 -0.50793  0.963
40 N -1.05009 3.97359 1.84311  -0.473
41 C -1.53583 3.19940 2.46515  0.237
42 C -0.83993 -0.18606 2.97334  -0.840
43 C -3.69483 -3.98088 5.97748  -0.682
44 C 8.04980 2.03318 -4.88056  -0.430
45 C -5.52549 -1.89727 -1.23615  -0.660
46 C 7.02527 6.81959 -3.87629  -0.687
47 C -2.12745 2.08150 3.25555  -0.901
48 C -6.38659 -0.11638 4.38382  -0.542
49 C 1.07475 1.10661 2.42515  -0.425
50 C 2.56319 0.71745 2.61763  0.219
51 C -8.47500 -4.28101 7.01215  -0.617
52 C -0.99328 -6.68727 3.19288  -0.673
53 C -0.29158 -2.11572 -7.38456  -0.750
54 C 4.54033 0.38403 -1.93876  -0.810
55 C 3.76956 -0.81963 -6.33211  -0.364
56 C 3.07917 8.17745 -1.65607  -0.719
57 C 3.30787 1.59838 3.64641  -1.347
58 C -2.63633 0.12887 -3.32512  -0.769
59 C -2.03455 0.71736 2.48072  2.234
60 C -1.92003 0.94172 1.00857  -0.696
61 H 3.47137 0.19946 -2.01645  0.308
62 H -6.59595 -1.73132 -1.28426  0.330
63 H -1.18949 -1.22146 2.86632  0.304
64 H 7.71655 2.89720 -4.30775  0.069
65 H -3.19082 2.29939 3.38489  0.380
66 H 3.07719 2.65752 3.47844  0.319
67 H -1.17211 -2.41508 -7.94643  0.348
68 H -3.14918 -0.70571 3.48633  0.231
69 H -2.01356 1.00737 -3.18451  0.323
70 H -3.68499 0.40324 -3.37585  0.308
71 H -0.66484 -5.66797 3.37351  0.236
72 H -5.28491 -2.94040 -1.42298  0.310
73 H 2.88967 8.97896 -0.95084  0.300
74 H -3.35336 -5.00707 5.89035  0.252
75 H -9.40329 -4.44550 7.54824  0.322
76 H 6.33889 6.89638 -4.71224  0.297
77 H 4.11868 -1.84314 -6.41351  0.297
78 H -1.95269 -6.69974 2.68798  0.288
79 H 3.10280 0.80089 1.66079  -0.234
80 H 6.53693 7.07954 -2.94560  0.240
81 H 4.82777 1.24066 -2.53327  0.304
82 H -5.31932 -0.26646 4.49314  0.107
83 H 7.90396 7.43478 -4.03800  0.328
84 H 5.11281 -0.49368 -2.22373  0.315
85 H -5.00005 -1.24450 -1.92646  0.125
86 H -3.58769 -0.47259 1.89742  0.064
87 H 9.11971 1.88840 -4.78025  0.289
88 H 2.68592 -0.77501 -6.39999  0.129
89 H -4.77535 -3.92585 5.90065  0.279
90 H 2.17357 7.90986 -2.19319  0.289
91 H -0.67239 -0.03936 4.05582  0.416
92 H -1.64293 2.03714 4.23465  0.320
93 H -0.25134 -7.24511 2.62799  0.318
94 H -6.71960 0.74652 4.95488  0.293
95 H 2.98587 1.31763 4.65922  0.341
96 H -2.46168 -0.60064 -2.53808  0.286
97 H 1.03117 1.69128 1.49181  0.265
98 H 4.38461 1.41828 3.56456  0.393
99 H 4.12574 -0.36095 -5.41333  0.052
100 H -0.36064 -1.07969 -7.07291  0.295
101 H 3.50713 7.31266 -1.15609  0.291
102 H -6.65749 -0.02236 3.33586  0.205
103 H 7.76622 2.12007 -5.92667  0.305
104 H 0.68274 1.74833 3.22684  0.293
105 H 2.56577 -0.33624 2.92340  0.316
106 H -0.13839 -2.76496 -6.53067  0.287
107 H -3.34374 -3.53391 6.90358  0.313
108 H -8.24599 -3.22202 6.94698  0.184
109 H -8.51316 -4.73271 6.02512  0.260

Atoms 1-6, force components in eV/Å:
O -0.08 -0.14 0.10
O -0.28 0.02 -0.01
O 0.20 -0.08 0.02
O 0.04 -0.09 -0.03
O -0.01 0.18 -0.11
O 0.15 -0.14 -0.13

Computed properties:
Gap between HOMO and LUMO ... 8.88 eV
Lowest unoccupied orbital energy ... -0.77 eV
Total charge ... 0

(5)
The following is a quantum chemistry calculation of a cluster of 2 separate species, CH2ClN2O3 in total in a non-equilibrium geometry, from OMol25.

Last column: natural (NBO) charge in e.
Cartesian coordinates (Å):
1 Cl -0.41224 -1.76350 0.10276  0.054
2 O -2.44715 1.91885 -0.17383  0.037
3 O 2.54217 -0.68667 -0.04973  -0.518
4 O -2.65827 -0.27864 0.08294  0.048
5 N 1.42318 0.13479 0.34476  -0.284
6 N -2.55594 0.83189 0.03431  0.836
7 C 0.15557 -0.18207 0.39189  -0.087
8 H 2.20403 -1.09527 -0.89209  0.478
9 H 1.74865 1.12062 0.15900  0.436

Atoms 1-6, force components in eV/Å:
Cl 1.17 -0.43 0.10
O -0.27 0.71 0.41
O -1.70 -0.21 -0.59
O -1.01 0.50 0.44
N 0.35 -0.07 -1.51
N 1.20 -1.20 -0.74

Computed properties:
Gap between HOMO and LUMO (spin up / spin down) ... 6.51 / 6.51 eV
ΔE to the lowest compared entry with this formula, charge and spin ... 3.035 eV
Lowest unoccupied orbital energy (spin up / spin down) ... -7.10 / -7.10 eV
Total charge ... +1

(6)
The following is a quantum chemistry calculation of an isolated molecule of C4H5FOS in a non-equilibrium geometry, from OMol25.

Last column: natural (NBO) charge in e.
Cartesian coordinates (Å):
1 S -2.27784 0.96822 0.49796  0.085
2 F 0.63680 -0.58082 1.58663  -0.357
3 O -1.90672 -1.84205 0.23343  -0.489
4 C -1.45583 -0.75076 0.25853  0.476
5 C 1.10174 -0.66186 -0.89426  -0.658
6 C -0.33553 1.39977 0.30183  -0.494
7 C 0.06913 -0.23342 0.32898  0.277
8 H 1.77758 0.25429 -0.46110  0.237
9 H 0.57929 -0.60915 -1.84087  0.230
10 H -0.04208 1.95535 -0.52148  0.204
11 H 0.28563 1.84859 1.33352  0.241
12 H 1.56782 -1.74816 -0.82314  0.248

Atoms 1-6, force components in eV/Å:
S 3.27 -0.78 -0.72
F -0.76 0.47 -1.76
O 0.07 0.58 -0.28
C 0.74 1.20 1.21
C 0.33 0.77 4.35
C 0.44 -3.15 5.55

Computed properties:
Gap between HOMO and LUMO ... 10.20 eV
ΔE to the lowest compared entry with this formula, charge and spin ... 2.090 eV
Lowest unoccupied orbital energy ... 0.39 eV
Structure (SMILES) ... C[C@@]1(F)CSC1=O
Total charge ... 0